1.
# C25H21IrN3O5S2

C25H21IrN3O5S2 as an isolated structure (ωB97M-V/def2-TZVPD, OMol25).

Computed properties:
Charge: +2
Max |F| in eV/Å: 1.110
Frontier orbital gap (alpha / beta) in eV: 4.582 / 4.595
Spin multiplicity: 2
⟨S²⟩: 0.766
Lowest unoccupied orbital energy (alpha / beta) in eV: -9.024 / -9.027

Last column: Löwdin spin population.
Positions of all 57 atoms, in Å:
Ir  -0.6937  -0.5005  -0.2420  0.83
S  -2.7500  -2.7552  -3.4130  0.01
C  -1.0899  -3.2730  -3.4913  0.00
C  -0.5235  -4.2579  -4.2982  0.00
C  0.8303  -4.4849  -4.1833  0.00
C  1.6125  -3.7546  -3.2785  0.00
C  1.0516  -2.7774  -2.4856  0.00
C  -0.3135  -2.5360  -2.6023  0.00
N  -1.0572  -1.5784  -1.9145  0.00
C  -2.3279  -1.5950  -2.2422  0.01
C  -3.1913  -0.6378  -1.5927  0.03
C  -4.5580  -0.5259  -1.7862  0.00
C  -5.2653  0.4322  -1.0701  0.04
C  -4.5871  1.2960  -0.2190  -0.01
C  -3.2086  1.1834  -0.0571  0.04
C  -2.4959  0.1943  -0.7175  -0.02
H  -1.1283  -4.8247  -4.9932  0.00
H  1.2986  -5.2361  -4.8044  0.00
H  2.6702  -3.9664  -3.2038  0.00
H  1.6434  -2.2146  -1.7736  0.00
H  -5.0674  -1.1822  -2.4824  0.00
H  -6.3384  0.5094  -1.1773  0.00
H  -5.1286  2.0581  0.3255  0.00
H  -2.7008  1.9017  0.5824  0.00
O  0.5762  -2.4083  5.7812  0.00
S  -0.3714  -2.0298  4.7989  0.00
O  -1.7180  -2.4836  4.8166  0.00
N  0.2211  -2.2286  3.2650  0.04
C  0.1440  -1.1602  2.5637  0.00
O  0.4949  -1.1018  1.3143  0.04
C  -0.2889  0.0586  3.3455  0.00
C  -0.4627  1.4507  2.8705  0.00
C  -0.3471  2.4609  3.9624  -0.01
C  -0.4265  2.1174  5.2672  0.00
C  -0.5494  0.7534  5.6363  0.00
C  -0.4464  -0.2326  4.6563  0.00
H  -1.4800  1.5379  2.4473  0.00
H  -0.2645  3.4990  3.6604  0.00
H  -0.3713  2.8752  6.0373  0.00
H  -0.6556  0.4829  6.6829  0.00
O  2.0960  1.3393  3.1119  0.00
C  1.6973  1.5822  2.0136  0.00
O  0.3785  1.7596  1.7448  0.00
C  2.6106  1.7313  0.8146  0.00
N  1.8691  1.8123  -0.4956  0.00
C  1.7225  3.2868  -0.8623  0.00
C  2.3184  4.0446  0.3226  0.00
C  3.3608  3.0656  0.8749  0.00
H  3.2714  0.8664  0.8307  0.00
H  0.9504  1.3190  -0.4421  0.00
H  2.4127  1.3337  -1.2121  0.00
H  0.6765  3.5118  -1.0484  0.00
H  2.2921  3.4700  -1.7691  0.00
H  1.5566  4.2531  1.0752  0.00
H  2.7577  4.9888  0.0114  0.00
H  3.6964  3.2968  1.8828  0.00
H  4.2352  3.0198  0.2244  0.00

2.
# C25H21N2O

A 2-piece molecular cluster, C25H21N2O overall (ωB97M-V/def2-TZVPD, OMol25).

Computed properties:
Charge: +1
Max |F| in eV/Å: 4.550
ΔE to the lowest compared entry with this formula, charge and spin in kcal/mol: 0.00
Frontier orbital gap in eV: 5.196
Lowest unoccupied orbital energy in eV: -6.476

Last column: Mulliken charge in e.
Positions of all 49 atoms, in Å:
O  -0.8472  2.4441  1.4768  -0.45
C  -1.4629  1.4050  1.1482  0.81
C  -2.9897  1.4360  1.3010  -1.16
C  -3.5425  0.2075  1.9951  -0.60
C  -3.0394  -1.0729  1.3431  -0.96
C  -1.5073  -1.1002  1.1015  -0.35
C  -0.8425  0.1723  0.6877  -0.33
N  0.4716  0.4773  3.2318  0.04
N  1.5093  0.8054  2.9902  0.00
H  -3.2577  2.3327  1.8649  0.33
H  -3.4443  1.5437  0.3020  0.38
H  -3.2617  0.2332  3.0543  0.36
H  -4.6375  0.2238  1.9816  0.40
H  -3.3092  -1.9403  1.9566  0.38
H  -3.5398  -1.2189  0.3751  0.38
H  -1.0080  -1.4822  2.0195  0.43
H  -1.3418  -1.8704  0.3391  0.12
C  0.3914  0.1396  -0.0755  3.71
C  1.2261  1.4458  -0.0063  0.95
C  0.5968  2.6514  -0.3233  -0.92
C  1.2822  3.8726  -0.2325  -1.34
C  2.6127  3.8825  0.1917  -0.78
C  3.2671  2.6756  0.4375  -0.78
C  2.5884  1.4542  0.2728  -0.32
C  1.1717  -1.1846  0.2000  0.03
C  0.8005  -2.1576  -0.7519  0.02
C  1.2384  -3.4786  -0.6979  -0.81
C  2.1122  -3.8355  0.3288  -0.81
C  2.5767  -2.8603  1.2179  -1.22
C  2.1429  -1.5185  1.1328  0.15
C  0.0247  -1.5176  -1.8116  0.16
C  -0.0885  -0.1420  -1.5327  0.40
C  -0.5142  0.7110  -2.5371  -0.24
C  -0.9095  0.1664  -3.7754  -1.04
C  -0.8815  -1.2140  -4.0042  -0.71
C  -0.4018  -2.0737  -3.0150  -1.07
H  -0.3848  2.6876  -0.8014  0.39
H  0.7465  4.7866  -0.4853  0.42
H  3.1365  4.8291  0.3014  0.41
H  4.3087  2.6509  0.7651  0.44
H  3.1390  0.5138  0.3509  0.66
H  0.8845  -4.1693  -1.4617  0.44
H  2.4432  -4.8676  0.4165  0.42
H  3.2917  -3.1276  1.9968  0.43
H  2.6104  -0.7715  1.7773  0.48
H  -0.5370  1.7873  -2.3982  0.45
H  -1.2519  0.8429  -4.5572  0.45
H  -1.2254  -1.6193  -4.9558  0.41
H  -0.3472  -3.1553  -3.1355  0.44

3.
# C25H21N3OS5Tc

C25H21N3OS5Tc as an isolated structure (ωB97M-V/def2-TZVPD, OMol25).

Computed properties:
Charge: +2
Max |F| in eV/Å: 2.348
Frontier orbital gap (alpha / beta) in eV: 4.643 / 4.448
Spin multiplicity: 2
⟨S²⟩: 0.786
Lowest unoccupied orbital energy (alpha / beta) in eV: -8.321 / -8.358

Last column: Löwdin spin population.
Positions of all 56 atoms, in Å:
Tc  -0.1397  0.0416  0.0300  0.82
S  4.2115  0.7858  0.7341  0.00
C  3.8585  -0.6974  1.5739  0.00
C  4.7389  -1.5483  2.2345  0.00
C  4.2145  -2.6778  2.8294  0.00
C  2.8428  -2.9536  2.7754  0.00
C  1.9708  -2.1052  2.1251  0.00
C  2.4916  -0.9675  1.5151  0.00
N  1.7750  0.0077  0.8196  0.01
C  2.5647  0.9684  0.3539  0.00
C  1.9461  2.0107  -0.4486  0.01
C  2.5875  3.1560  -0.9023  0.00
C  1.8680  4.0862  -1.6366  0.01
C  0.5196  3.8759  -1.8919  0.00
C  -0.1281  2.7356  -1.4219  0.01
C  0.5845  1.7796  -0.7115  -0.01
H  5.7978  -1.3346  2.2797  0.00
H  4.8740  -3.3604  3.3468  0.00
H  2.4632  -3.8446  3.2562  0.00
H  0.9087  -2.3181  2.0940  0.00
H  3.6335  3.3298  -0.6799  0.00
H  2.3525  4.9843  -1.9929  0.00
H  -0.0410  4.6174  -2.4461  0.00
H  -1.1914  2.6161  -1.5957  0.00
S  -3.9198  -2.7793  4.5662  0.06
C  -3.2853  -1.4444  3.8959  0.00
S  -1.9801  -1.4216  2.7323  -0.01
C  -2.1929  0.2731  2.5215  -0.01
N  -3.1186  0.7946  3.3148  0.03
N  -3.6885  -0.1182  4.0670  0.03
C  -4.7216  0.3113  4.9637  0.00
C  -5.6469  1.2338  4.4896  0.00
C  -6.6429  1.6680  5.3438  0.00
C  -6.6964  1.1949  6.6499  0.00
C  -5.7499  0.2904  7.1119  0.00
C  -4.7495  -0.1623  6.2696  0.00
S  -1.3229  1.2811  1.4616  0.00
H  -5.5869  1.5906  3.4711  0.00
H  -7.3809  2.3743  4.9905  0.00
H  -7.4755  1.5422  7.3145  0.00
H  -5.7825  -0.0568  8.1350  0.00
H  -3.9878  -0.8354  6.6341  0.00
O  -1.6121  -0.4617  -1.2833  0.03
S  -1.0177  -0.8077  -2.6998  0.00
C  -1.9291  -2.2871  -3.2135  0.00
C  -2.5319  -1.9448  -4.5732  0.00
C  -3.0267  -0.5060  -4.4525  0.00
C  -1.8589  0.2875  -3.8733  0.00
H  -2.6948  -2.4035  -2.4436  0.00
H  -1.2551  -3.1403  -3.2010  0.00
H  -3.3305  -2.6449  -4.8130  0.00
H  -1.7767  -2.0278  -5.3572  0.00
H  -3.8838  -0.4546  -3.7793  0.00
H  -3.3294  -0.0896  -5.4115  0.00
H  -2.1235  1.1873  -3.3205  0.00
H  -1.1070  0.5402  -4.6225  0.00

Q: Look up the charge of the third one.
A: +2

Q: Look up the charge of the third one.
A: +2

Q: max |F| of number 2 (C25H21N2O)?
A: 4.550 eV/Å